Entry 1:
61
Properties=species:S:1:pos:R:3:forces:R:3 method="wB97M-V/def2-TZVPD" orbital_gap_ev=8.3 homo_ha=-0.4137 lumo_ev=-2.949 total_charge=+1
O -1.940 1.535 -2.899 -1.2 -0.3 -1.1
C -3.113 0.770 -3.373 0.0 -0.2 0.2
C -3.292 1.615 -4.623 0.6 0.2 0.4
H -3.927 0.834 -2.647 0.1 -0.1 -0.1
H -2.877 -0.278 -3.606 -0.1 0.2 0.3
C -2.108 2.420 -4.052 -0.3 0.8 -0.9
H -4.226 2.163 -4.702 0.0 -0.1 -0.2
H -2.989 1.113 -5.546 -0.5 0.0 0.1
C -2.455 3.837 -3.641 0.1 0.0 0.0
H -3.275 3.862 -2.919 0.1 0.0 0.0
H -2.750 4.402 -4.535 0.0 -0.1 0.2
H -1.563 4.313 -3.222 -0.2 0.1 0.1
C -0.948 2.437 -5.024 0.5 -0.1 0.4
H -0.634 1.423 -5.303 -0.1 0.2 0.1
H -0.096 2.974 -4.587 0.0 -0.1 -0.2
H -1.269 2.963 -5.929 0.1 -0.1 0.1
Ti 1.458 -0.434 1.461 -0.2 -1.1 1.3
C 3.514 -1.635 1.561 -0.6 -0.5 -0.5
C 2.525 -2.620 1.850 0.3 0.1 -1.0
C 1.659 -2.731 0.720 0.8 0.2 -0.4
H 2.507 -3.263 2.731 -0.2 0.5 -0.3
C 2.143 -1.846 -0.304 0.8 -0.6 0.9
C 3.270 -1.143 0.229 -0.1 -0.6 -0.4
H 3.877 -0.425 -0.330 -0.3 -0.4 0.4
H 4.360 -1.397 2.205 -0.4 0.1 -0.2
H 0.839 -3.444 0.610 0.3 0.4 0.1
H 1.840 -1.856 -1.348 -0.1 0.3 0.5
C 2.656 0.747 3.127 -0.7 0.7 -0.5
C 3.117 1.158 1.834 -0.8 1.0 0.0
C 2.019 1.759 1.132 0.6 -0.1 0.9
H 4.142 1.097 1.476 -0.4 -0.2 0.1
C 0.889 1.771 2.024 0.7 -0.1 0.8
C 1.288 1.156 3.251 0.8 1.4 -0.8
H 0.697 1.124 4.162 0.0 -0.4 -0.4
H 3.253 0.280 3.912 -0.3 0.1 -0.4
H 2.051 2.191 0.132 0.0 -0.2 0.3
H -0.066 2.265 1.848 0.3 -0.4 -0.1
O -0.098 -0.065 -0.018 0.4 -0.6 0.0
C 0.111 0.223 -1.460 -0.1 0.3 0.3
C -0.641 -0.880 -2.176 0.1 -0.4 0.1
H 1.183 0.248 -1.709 -0.3 -0.2 0.5
H -0.296 1.220 -1.646 0.0 -0.4 0.1
C -1.793 -1.254 -1.218 -0.2 0.6 -0.4
H 0.021 -1.743 -2.321 -0.2 0.1 0.0
H -1.008 -0.560 -3.155 0.3 -0.1 0.4
C -1.265 -0.967 0.177 0.6 0.0 0.1
H -2.130 -2.287 -1.360 0.1 0.3 0.1
H -2.624 -0.565 -1.408 0.1 -0.4 0.0
H -0.934 -1.879 0.710 0.0 0.6 -0.3
H -1.940 -0.400 0.825 0.0 -0.3 -0.2
C 1.272 -1.922 4.947 0.2 0.3 0.0
C 0.167 -2.009 3.913 0.1 0.1 -0.7
C -1.199 -1.650 4.465 -0.2 0.0 0.0
O 0.435 -1.179 2.764 -0.4 -0.3 0.4
H 1.425 -0.897 5.312 -0.1 -0.2 -0.1
H 2.216 -2.278 4.527 -0.1 0.1 0.1
H 1.030 -2.556 5.803 0.0 0.0 -0.1
H 0.140 -3.043 3.540 -0.1 0.0 0.0
H -1.241 -0.600 4.782 0.1 -0.2 -0.1
H -1.962 -1.815 3.700 0.0 0.1 0.1
H -1.448 -2.281 5.328 0.1 0.1 -0.2

=====

Entry 2:
76
Properties=species:S:1:pos:R:3:forces:R:3 method="wB97M-V/def2-TZVPD" s_squared=0.757 orbital_gap_ev="9.6 / 5.6" spin_multiplicity=2 homo_ha="-0.4265 / -0.4268" lumo_ev="-2.041 / -6.043" total_charge=+1
Zn -1.031 -0.247 1.032 -0.3 0.2 -0.1
C 0.327 2.063 -3.646 0.0 0.0 0.0
C 1.059 0.863 -3.137 0.0 0.1 -0.1
C 2.127 0.195 -3.772 0.0 0.1 0.0
C 2.444 -0.838 -2.935 0.0 0.0 0.0
N 1.616 -0.768 -1.859 0.0 -0.1 -0.1
N 0.748 0.281 -1.992 0.0 -0.1 0.1
B 1.249 -1.843 -0.874 0.1 -0.1 0.2
N -0.232 -2.253 -0.977 0.0 0.1 0.0
C -0.713 -3.206 -1.788 0.0 0.0 -0.1
C -2.085 -3.235 -1.679 0.0 0.0 0.0
C -2.392 -2.233 -0.757 -0.1 0.0 0.0
C -3.731 -1.847 -0.221 0.0 0.0 0.0
N -1.269 -1.629 -0.362 0.2 0.0 0.1
N 1.553 -1.377 0.644 -0.1 0.1 -0.2
C 2.847 -0.988 1.068 -0.1 0.0 -0.2
C 2.940 -1.262 2.380 -0.2 0.0 0.1
C 1.671 -1.834 2.732 0.2 0.1 0.1
C 1.223 -2.380 4.007 0.1 -0.1 -0.1
N 0.854 -1.846 1.624 0.1 -0.2 0.0
N 2.119 -3.085 -0.921 -0.1 0.0 -0.1
C 1.837 -4.287 -0.344 0.0 0.1 0.0
C 3.007 -4.979 -0.225 0.1 0.0 0.0
C 4.001 -4.107 -0.748 0.1 -0.1 0.0
C 5.471 -4.349 -0.854 0.0 0.0 0.0
N 3.467 -2.972 -1.144 -0.1 0.0 0.0
H 0.322 2.062 -4.735 0.0 0.0 0.0
H 0.802 2.992 -3.325 0.0 0.0 0.0
H -0.708 2.068 -3.304 0.1 0.0 0.0
H 2.591 0.442 -4.713 0.0 0.0 0.0
H 3.192 -1.608 -3.003 0.0 0.0 0.0
H -0.047 -3.803 -2.390 0.0 0.0 0.0
H -2.770 -3.897 -2.180 0.0 0.0 0.0
H -4.410 -2.696 -0.262 0.0 0.0 0.0
H -4.180 -1.048 -0.817 0.0 0.0 0.0
H -3.665 -1.535 0.824 0.0 0.0 0.0
H 3.543 -0.586 0.350 0.0 0.0 0.0
H 3.776 -1.104 3.039 0.0 0.0 0.0
H 2.066 -2.687 4.622 0.0 0.0 0.0
H 0.522 -3.199 3.850 0.0 0.0 0.0
H 0.687 -1.576 4.539 0.0 0.0 0.0
H 0.832 -4.553 -0.058 0.1 0.0 0.0
H 3.143 -5.977 0.156 0.0 0.0 0.0
H 5.683 -5.412 -0.945 0.0 0.0 0.0
H 5.987 -3.981 0.035 0.0 0.0 0.0
H 5.882 -3.833 -1.719 0.0 0.0 0.0
N -0.889 3.782 1.994 -0.4 0.3 0.5
C -1.928 4.544 1.227 0.1 -0.1 0.2
C -3.221 3.739 1.110 0.0 0.1 0.0
C -3.239 2.596 0.090 0.1 0.0 -0.1
N -2.778 1.300 0.662 0.1 -0.3 0.1
C -2.493 2.949 -1.198 0.0 0.0 0.0
C -1.168 3.688 -1.014 0.0 0.0 -0.1
N -0.152 2.833 -0.382 0.1 -0.2 -0.3
C -1.365 4.919 -0.135 -0.1 0.1 0.0
H -1.301 3.226 2.795 0.1 0.1 0.0
H -0.166 4.400 2.354 0.0 0.0 0.0
H -0.442 3.104 1.344 0.1 -0.2 -0.2
H -2.145 5.445 1.801 0.0 0.0 0.0
H -3.984 4.454 0.795 0.0 0.0 0.0
H -3.530 3.373 2.091 0.0 0.0 0.0
H -4.291 2.468 -0.176 0.0 0.0 0.0
H -3.340 0.585 0.212 0.0 0.0 0.0
H -3.051 1.246 1.644 0.0 0.1 0.0
H -3.141 3.594 -1.796 0.0 0.0 0.0
H -2.336 2.039 -1.785 0.0 0.0 0.0
H -0.849 4.030 -2.005 0.0 0.0 0.0
H 0.777 3.203 -0.553 0.0 0.0 0.0
H -0.144 1.893 -0.766 0.0 0.0 -0.2
H -2.061 5.610 -0.617 0.0 0.0 0.0
H -0.419 5.456 -0.020 0.0 0.0 0.0
O -1.879 -0.486 2.869 0.1 0.1 0.0
Se -0.938 0.738 3.527 0.1 -0.2 0.0
O -0.053 0.266 4.778 -0.2 0.2 -0.1
O 0.020 1.035 2.156 0.0 -0.2 0.1
O -1.852 2.065 3.781 0.0 -0.1 0.0

=====

Entry 3:
71
Properties=species:S:1:pos:R:3:forces:R:3 method="wB97M-V/def2-TZVPD" smiles="O=S1(=O)CCCC1.O=C1CCCO1.O=C1CCCO1.O=C1CCCO1.O=C1CCCO1.ClCCCl" orbital_gap_ev=9.8 homo_ha=-0.3668 lumo_ev=-0.218
O 8.548 -16.144 -11.317 -0.2 -0.3 -0.2
S 9.857 -15.587 -11.507 0.0 0.1 0.0
O 10.918 -15.926 -10.602 0.1 0.1 0.2
C 10.459 -15.852 -13.184 0.1 1.0 -0.3
C 10.013 -14.574 -13.900 -0.1 -0.5 -0.6
C 10.368 -13.440 -12.958 -0.2 0.5 0.2
C 9.679 -13.795 -11.640 0.4 0.5 0.1
H 10.084 -16.776 -13.610 0.0 -0.1 0.1
H 11.546 -15.782 -13.155 0.0 -0.6 0.3
H 10.480 -14.450 -14.879 0.2 -0.2 0.1
H 8.938 -14.655 -14.093 0.0 0.4 0.2
H 10.065 -12.471 -13.360 -0.3 0.0 0.2
H 11.441 -13.332 -12.776 0.1 -0.4 -0.3
H 8.638 -13.481 -11.654 -0.2 -0.4 0.0
H 10.159 -13.366 -10.762 0.0 0.0 0.0
O 1.698 -17.071 -16.092 -0.2 0.1 0.0
C 2.451 -16.549 -16.859 0.6 -0.2 0.4
C 3.275 -15.294 -16.654 0.4 0.0 -0.3
C 4.295 -15.320 -17.801 -0.7 1.3 -0.5
C 3.659 -16.273 -18.834 0.5 -0.4 1.4
O 2.745 -17.084 -18.058 -0.4 0.1 -0.4
H 2.604 -14.440 -16.759 0.0 0.0 0.1
H 3.752 -15.219 -15.680 -0.3 -0.3 0.2
H 4.297 -14.298 -18.190 0.4 -0.2 -0.3
H 5.326 -15.537 -17.534 -0.1 -0.5 0.2
H 3.119 -15.723 -19.598 -0.1 -0.2 -0.2
H 4.380 -16.991 -19.205 0.0 0.2 -0.6
O 15.128 -9.477 -17.607 0.0 0.1 0.0
C 14.071 -8.925 -17.589 -0.1 0.2 0.1
C 13.395 -8.114 -18.688 0.2 -0.3 0.2
C 11.934 -8.359 -18.353 0.0 0.4 0.6
C 12.002 -8.288 -16.828 0.4 -0.3 0.3
O 13.244 -8.962 -16.504 -0.2 -0.3 -0.2
H 13.644 -7.063 -18.524 0.1 0.0 -0.1
H 13.774 -8.443 -19.651 -0.2 0.1 -0.1
H 11.213 -7.643 -18.739 0.0 -0.1 -0.3
H 11.656 -9.388 -18.587 -0.1 0.1 -0.3
H 12.105 -7.298 -16.381 -0.3 0.2 -0.4
H 11.170 -8.804 -16.354 0.2 -0.1 0.1
O 12.549 -15.041 -19.646 0.0 0.0 0.2
C 12.193 -14.191 -20.405 -0.5 -0.2 0.1
C 12.343 -12.695 -20.267 -0.3 0.0 0.0
C 11.841 -12.129 -21.606 1.5 0.2 0.3
C 11.517 -13.385 -22.437 -0.5 0.9 0.0
O 11.487 -14.479 -21.529 0.4 -0.2 -0.1
H 11.757 -12.373 -19.404 0.0 -0.1 0.0
H 13.384 -12.472 -20.042 0.0 0.1 0.0
H 11.047 -11.395 -21.537 -0.2 -0.2 0.1
H 12.726 -11.616 -21.989 -0.4 0.1 -0.5
H 10.542 -13.287 -22.907 0.0 -0.2 0.0
H 12.263 -13.540 -23.215 0.1 -0.3 0.1
O 6.753 -17.668 -19.877 0.1 0.2 -0.1
C 6.960 -17.866 -18.718 -0.2 -0.3 0.1
C 8.205 -17.573 -17.912 -0.2 -0.5 0.3
C 7.785 -17.866 -16.459 0.3 0.8 -0.3
C 6.417 -18.579 -16.575 0.9 0.8 0.2
O 6.010 -18.443 -17.934 -0.1 0.0 -0.1
H 9.006 -18.218 -18.271 0.0 0.1 -0.1
H 8.455 -16.527 -18.063 0.3 -0.1 -0.1
H 8.511 -18.409 -15.859 0.0 -0.2 -0.2
H 7.709 -16.875 -16.001 -0.4 -0.2 0.3
H 6.519 -19.628 -16.318 -0.4 -0.1 0.0
H 5.710 -18.042 -15.948 -0.3 -0.5 0.1
Cl 7.789 -14.020 -17.778 0.1 0.0 -0.2
C 9.348 -13.135 -17.839 -0.5 0.5 0.6
C 9.092 -11.685 -18.207 0.2 -0.6 -0.7
Cl 8.498 -11.568 -19.895 -0.1 0.0 0.0
H 10.048 -13.618 -18.512 -0.1 -0.2 0.0
H 9.697 -13.172 -16.809 0.3 0.0 -0.1
H 10.032 -11.138 -18.239 0.0 0.1 0.5
H 8.342 -11.247 -17.558 0.1 0.2 0.0

=====

Let's list energy in order: -52633.682 -162415.737 -79753.000 eV.
Let's list largest force on an atom in order: 1.8 0.7 1.6 eV/Å.
Let's list energy relative to the best compared isomer or geometry (same formula, charge and spin) in order: 1.4 0.0 0.0 kcal per mole.